No. 1
14
Properties=species:S:1:pos:R:3:mulliken_spin:R:1 method="wB97M-V/def2-TZVPD" homo_energy_ev="-11.040 / -15.136" e_tot_ha=-249.4299 charge=+1 spin_multiplicity=3 lumo_ev="-3.84 / -8.37" orbital_gap_ev="7.196 / 6.761" de_lowest_kj_mol=698.8 max_force_ev_per_a=7.97
C 0.85 1.97 -0.06 0.819
C 1.09 0.71 0.08 0.767
C 0.16 -1.08 -0.29 0.115
C -0.40 0.45 -0.46 0.129
C -1.63 0.71 0.37 0.078
N 1.61 -0.62 0.21 0.044
H -0.30 -1.52 0.55 -0.001
H 0.31 -1.69 -1.22 0.007
H -0.34 0.55 -1.50 0.061
H -1.34 1.01 1.35 -0.005
H -2.21 -0.29 0.40 -0.003
H -2.11 1.58 -0.09 0.001
H 2.31 -0.83 -0.49 -0.003
H 2.00 -0.95 1.14 -0.008

No. 2
10
Properties=species:S:1:pos:R:3:nbo_charge:R:1 method="wB97M-V/def2-TZVPD" homo_energy_ev="-2.205 / -2.210" e_tot_ha=-408.2066 charge=-1 spin_multiplicity=1 lumo_ev="4.62 / 4.62" orbital_gap_ev="6.827 / 6.833" de_lowest_kj_mol=144.0 max_force_ev_per_a=2.29
C 0.03 0.43 1.13 -0.732
C 0.00 0.62 -0.36 0.352
N 0.47 -1.66 -1.40 -0.142
O 0.26 -2.39 -0.44 -0.458
F -1.33 1.19 -0.78 -0.496
F 0.78 1.70 -0.69 -0.419
H -0.79 -0.29 1.31 0.222
H 1.03 0.03 1.44 0.215
H -0.14 1.49 1.54 0.172
H -0.31 -1.13 -1.75 0.287

No. 3
10
Properties=species:S:1:pos:R:3:nbo_charge:R:1 method="wB97M-V/def2-TZVPD" homo_energy_ev=-10.429 e_tot_ha=-396.5613 spin_multiplicity=1 lumo_ev=0.02 orbital_gap_ev=10.449 de_lowest_kj_mol=165.7 max_force_ev_per_a=0.77 smiles="[H]/N=C(/C=O)OC=O"
H 0.34 1.79 -0.60 0.386
N -0.57 1.41 -0.35 -0.606
C -0.52 0.20 -0.03 0.437
C -1.79 -0.53 0.31 0.373
O -2.07 -1.52 -0.33 -0.466
O 0.55 -0.69 0.01 -0.504
C 1.83 -0.27 -0.02 0.658
O 2.21 0.87 -0.13 -0.555
H -2.47 -0.11 1.06 0.142
H 2.49 -1.15 0.08 0.136

No. 4
49
Properties=species:S:1:pos:R:3:mulliken_spin:R:1 method="wB97M-V/def2-TZVPD" homo_energy_ev="-13.545 / -15.145" e_tot_ha=-3057.2863 charge=+2 spin_multiplicity=6 lumo_ev="-7.90 / -9.36" orbital_gap_ev="5.645 / 5.789" de_lowest_kj_mol=10.8 max_force_ev_per_a=5.77
C 0.45 2.41 -2.74 0.035
C 0.01 1.15 -2.08 0.122
H -0.11 2.56 -3.67 0.005
H 1.52 2.37 -2.97 -0.004
H 0.27 3.26 -2.07 -0.001
O -0.71 0.30 -2.65 0.123
I 0.27 -3.44 -0.10 0.364
Fe 0.22 -1.12 -0.52 3.541
P 2.39 -0.68 -0.19 0.090
C 2.86 0.38 1.22 0.001
C 3.43 -2.15 0.17 0.062
H 4.48 -1.91 -0.05 0.005
H 4.27 -0.36 -1.66 -0.001
H 3.10 -3.00 -0.44 -0.001
H 2.71 -0.21 -2.55 0.001
H 2.61 -0.13 2.16 0.001
H 3.33 -2.43 1.23 0.000
C 3.25 0.05 -1.62 0.016
H 3.94 0.58 1.17 0.002
H 3.29 1.14 -1.52 0.000
H 2.29 1.32 1.17 -0.004
P -3.17 -0.54 -0.27 0.001
C -3.45 1.18 -0.70 0.001
C -3.32 -1.53 -1.75 0.007
H -4.66 -2.05 0.83 0.001
H -5.18 -0.34 0.98 0.001
H -3.82 -0.96 1.97 -0.003
C -4.32 -1.02 1.00 0.004
H -3.07 -2.57 -1.51 0.002
H -4.35 -1.46 -2.12 0.000
H -4.45 1.46 -0.35 0.000
H -3.37 1.31 -1.78 0.000
H -2.62 -1.14 -2.49 -0.002
H -2.69 1.80 -0.21 0.001
C 0.40 0.97 -0.66 0.260
O 0.26 1.87 0.16 0.348
C -1.53 -0.73 0.37 0.386
C -0.73 -0.76 1.38 -0.355
C -0.13 -0.66 2.66 -0.027
C -0.18 0.58 3.35 0.003
C 0.50 0.75 4.55 0.001
C 1.24 -0.31 5.09 0.001
C 1.27 -1.55 4.44 0.001
C 0.58 -1.74 3.24 0.014
H -0.76 1.40 2.91 -0.003
H 0.45 1.71 5.06 0.000
H 1.78 -0.17 6.02 0.000
H 1.82 -2.39 4.87 0.000
H 0.57 -2.71 2.74 -0.002

No. 5
36
Properties=species:S:1:pos:R:3:nbo_charge:R:1 method="wB97M-V/def2-TZVPD" homo_energy_ev=-6.812 e_tot_ha=-916.8298 spin_multiplicity=1 lumo_ev=-1.19 orbital_gap_ev=5.620 de_lowest_kj_mol=1301.1 max_force_ev_per_a=19.74
O 3.05 -13.25 57.10 -0.865
H 3.33 -14.02 56.56 0.385
H 3.61 -12.73 56.50 0.439
O 4.18 -12.80 55.66 -0.855
H 3.63 -12.45 54.96 0.531
H 5.08 -12.65 55.16 0.526
O 2.35 -12.88 53.22 -0.997
H 2.69 -12.70 52.34 0.497
H 1.40 -13.36 53.10 0.527
O 2.72 -15.46 54.53 -0.914
H 2.76 -14.60 54.27 0.456
H 3.08 -15.32 55.44 0.453
O 5.45 -11.49 53.12 -0.993
H 5.96 -12.00 52.30 0.516
H 5.37 -10.55 52.97 0.505
O 6.23 -12.17 58.33 -0.931
H 6.56 -11.45 58.92 0.516
H 6.30 -12.06 57.32 0.497
O 4.01 -12.37 58.70 -1.057
H 4.92 -12.22 58.24 0.424
H 3.74 -13.20 58.20 0.455
O 3.41 -11.05 56.56 -0.987
H 3.95 -10.22 56.73 0.467
H 4.00 -11.60 55.86 0.422
O 1.01 -10.67 54.47 -0.937
H 1.64 -11.38 54.09 0.477
H 0.23 -10.88 54.02 0.453
O 7.67 -13.77 55.89 -0.944
H 7.56 -14.42 55.07 0.491
H 7.32 -14.22 56.59 0.488
O 6.63 -11.28 55.54 -1.012
H 6.35 -11.18 54.63 0.490
H 7.12 -12.13 55.71 0.500
O 0.34 -12.54 56.35 -0.951
H 0.19 -11.78 55.82 0.460
H 1.35 -12.57 56.12 0.468

No. 6
64
Properties=species:S:1:pos:R:3:mulliken_spin:R:1 method="wB97M-V/def2-TZVPD" homo_energy_ev="-3.418 / -3.204" e_tot_ha=-3071.5788 charge=-1 spin_multiplicity=5 lumo_ev="2.68 / 2.67" orbital_gap_ev="6.094 / 5.877" de_lowest_kj_mol=0.0 max_force_ev_per_a=3.10
O 1.07 0.74 -1.16 0.012
C 1.53 -0.34 -1.78 0.017
C 0.82 -0.53 -3.12 -0.004
C -0.56 -0.41 -3.22 -0.010
H -1.15 -0.24 -2.32 0.011
C -1.17 -0.49 -4.48 0.000
H -2.24 -0.33 -4.56 0.000
C -0.40 -0.79 -5.61 0.000
H -0.88 -0.89 -6.59 0.000
C 0.98 -0.98 -5.49 0.000
H 1.59 -1.24 -6.36 0.000
C 1.60 -0.81 -4.25 -0.002
H 2.68 -0.92 -4.12 0.000
H 2.61 -0.20 -2.01 0.001
C 2.63 -1.81 0.11 0.005
C 1.55 -1.70 -0.92 0.023
H 3.19 -2.74 -0.06 -0.001
H 2.21 -1.88 1.12 0.000
H 3.30 -0.95 0.07 0.001
C 0.86 -2.77 -1.35 -0.026
C 0.99 -4.17 -0.83 0.003
H 0.16 -2.66 -2.18 0.000
H 1.29 -4.83 -1.65 0.001
H 0.02 -4.52 -0.44 0.000
H 1.73 -4.28 -0.03 -0.001
Fe -0.54 -0.37 0.93 3.722
Cl -0.35 -2.43 1.72 0.078
C -2.72 -0.59 2.53 0.004
O -1.84 0.30 2.32 0.030
N -3.18 -0.87 3.74 0.004
C -2.79 -0.10 4.92 0.003
C -4.07 -2.00 3.96 0.000
H -3.10 -1.20 1.70 0.006
H -2.03 0.63 4.63 -0.001
H -2.40 -0.78 5.69 0.001
H -3.67 0.41 5.34 0.000
H -4.18 -2.53 3.01 0.001
H -5.05 -1.65 4.32 0.000
H -3.64 -2.67 4.72 0.000
H -1.67 4.05 -2.99 0.000
H -3.46 3.45 -1.20 0.000
C -1.33 3.03 -2.81 0.000
C -2.91 2.53 -0.96 0.001
N -1.54 2.67 -1.41 0.003
H -0.26 2.96 -3.03 0.000
C -0.52 2.60 -0.54 0.003
O -0.63 2.23 0.64 0.005
H -2.91 2.35 0.12 0.000
H 0.44 2.92 -0.99 0.000
H -1.88 2.34 -3.46 0.000
H -3.39 1.69 -1.48 -0.001
H 3.06 1.59 4.50 0.000
H 3.71 3.60 2.88 0.000
C 3.29 0.97 3.62 0.000
C 3.78 2.85 2.08 0.000
N 2.96 1.69 2.39 0.004
H 2.72 0.04 3.67 0.000
C 1.90 1.36 1.66 0.002
O 1.15 0.38 1.92 0.011
H 3.43 3.29 1.14 0.000
H 1.74 2.01 0.78 0.002
H 4.37 0.76 3.63 0.000
H 4.83 2.56 1.98 0.000
F -1.74 -0.30 -0.48 0.092

No. 7
16
Properties=species:S:1:pos:R:3:nbo_charge:R:1 method="wB97M-V/def2-TZVPD" homo_energy_ev=-9.510 e_tot_ha=-363.0090 spin_multiplicity=1 lumo_ev=0.68 orbital_gap_ev=10.189 de_lowest_kj_mol=200.8 max_force_ev_per_a=3.49 smiles="C[C@@H](O)CC(N)=O"
C -2.21 -0.22 -0.25 -0.635
C -0.73 0.39 -0.56 0.097
O -0.25 1.67 -0.11 -0.732
C 0.08 -0.74 0.04 -0.509
C 1.81 -0.66 0.29 0.693
N 2.29 0.57 0.70 -0.864
O 2.56 -1.62 0.25 -0.606
H -2.57 -0.26 0.80 0.218
H -2.37 -1.26 -0.65 0.226
H -2.86 0.40 -0.83 0.214
H -0.72 0.49 -1.66 0.167
H 0.61 1.80 -0.66 0.476
H -0.27 -0.84 1.07 0.219
H -0.15 -1.63 -0.54 0.232
H 3.18 0.64 1.20 0.405
H 1.59 1.27 0.90 0.399

No. 8
111
Properties=species:S:1:pos:R:3:mulliken_spin:R:1 method="wB97M-V/def2-TZVPD" homo_energy_ev="-5.867 / -5.953" e_tot_ha=-2835.5184 charge=-1 spin_multiplicity=4 lumo_ev="0.77 / 0.51" orbital_gap_ev="6.636 / 6.459" de_lowest_kj_mol=72.4 max_force_ev_per_a=4.41
Pd 1.16 2.11 -0.70 1.490
F 1.26 2.77 -2.84 0.150
B 0.14 0.10 -1.10 0.013
H -0.34 -0.82 -1.41 0.042
H 0.04 0.92 -1.80 0.090
H -0.17 0.35 -0.09 0.008
H 1.19 -0.03 -0.91 0.024
S 4.28 2.12 -1.54 -0.076
O 4.43 3.48 -1.10 0.410
O 5.57 1.45 -1.48 0.121
O 3.22 1.49 -0.76 0.019
O 3.78 2.27 -2.88 0.544
C 5.22 -0.19 1.94 -0.001
C 5.32 -1.48 1.07 0.000
C 4.35 -2.53 1.67 0.000
O 4.51 -2.57 3.09 0.000
C 3.53 -3.37 3.69 0.000
N 4.93 -0.98 -0.25 0.002
H 4.24 0.25 1.75 -0.002
H 6.11 0.38 1.69 0.000
H 5.26 -0.31 3.02 0.000
H 6.38 -1.70 0.94 0.000
H 4.79 -3.40 1.20 0.000
H 3.32 -2.36 1.35 0.000
H 2.62 -2.89 4.05 0.000
H 4.00 -3.77 4.59 0.000
H 3.39 -4.21 3.02 0.000
H 5.18 -0.01 -0.40 -0.002
H 3.94 -0.80 -0.21 0.001
C -2.30 3.14 -2.01 -0.012
C -1.44 3.96 -1.04 0.002
C -2.44 4.98 -0.33 0.006
O -1.80 5.71 0.76 -0.001
C -2.73 6.45 1.64 0.000
N -0.88 3.04 -0.04 0.106
H -2.62 3.69 -2.90 -0.001
H -3.25 2.73 -1.66 -0.001
H -1.64 2.38 -2.44 0.007
H -0.63 4.49 -1.56 0.000
H -3.28 4.41 0.06 0.001
H -2.77 5.69 -1.09 0.001
H -3.23 5.71 2.27 0.000
H -3.57 6.97 1.17 0.000
H -2.17 7.09 2.32 0.000
H -1.58 2.61 0.55 -0.025
H -0.46 3.76 0.54 0.000
C 0.22 0.57 2.61 -0.006
C 0.97 1.86 2.60 0.008
C 1.90 2.23 3.80 0.005
O 2.75 3.39 3.53 -0.002
C 2.42 4.65 4.11 0.000
N 1.86 1.73 1.46 0.096
H 0.71 -0.36 2.33 0.000
H -0.62 0.62 1.92 0.000
H -0.31 0.47 3.56 0.000
H 0.27 2.69 2.63 -0.001
H 2.55 1.37 3.99 0.000
H 1.38 2.32 4.75 0.001
H 1.41 4.94 3.83 0.000
H 3.13 5.43 3.82 0.000
H 2.54 4.68 5.19 0.000
H 2.65 1.13 1.64 -0.012
H 2.34 2.63 1.42 -0.008
C 1.53 -3.83 -0.65 0.002
C 0.25 -4.63 -0.79 -0.001
C -0.55 -4.87 0.54 0.000
O 0.29 -5.65 1.35 0.000
C -0.12 -6.03 2.61 0.000
N -0.70 -3.94 -1.62 0.000
H 2.36 -4.35 -0.18 0.000
H 1.50 -2.95 -0.01 -0.001
H 1.77 -3.57 -1.68 0.000
H 0.57 -5.60 -1.18 0.000
H -1.39 -5.50 0.26 0.000
H -0.84 -3.88 0.88 0.000
H -0.99 -6.66 2.42 0.000
H -0.39 -5.21 3.28 0.000
H 0.53 -6.69 3.19 0.000
H -0.07 -3.58 -2.31 -0.001
H -0.92 -3.04 -1.19 0.005
C -2.30 -0.74 -5.09 0.000
C -1.04 -1.13 -4.36 -0.003
C -0.35 -2.33 -4.93 0.000
O -1.26 -3.42 -5.54 0.000
C -1.73 -4.22 -4.49 0.000
N -0.19 0.09 -4.32 0.001
H -3.21 -1.31 -4.92 0.000
H -2.26 -0.89 -6.17 0.000
H -2.70 0.27 -4.98 0.000
H -1.43 -1.40 -3.38 0.006
H 0.33 -2.91 -4.31 0.000
H 0.21 -1.92 -5.77 0.000
H -2.34 -5.02 -4.91 0.000
H -2.44 -3.78 -3.79 0.000
H -0.87 -4.59 -3.93 0.000
H 0.13 0.00 -3.37 -0.005
H -0.74 0.91 -4.09 -0.001
C -6.13 -0.49 -0.51 0.000
C -6.67 -0.05 0.66 0.000
C -6.04 1.01 1.32 0.000
C -4.72 1.25 1.05 0.000
C -4.06 0.49 0.08 -0.002
C -4.79 -0.27 -0.84 0.000
N -4.01 2.32 1.84 0.001
O -4.61 3.17 2.39 0.001
O -2.79 2.12 1.88 -0.001
H -6.68 -1.26 -1.02 0.000
H -7.50 -0.54 1.16 0.000
H -6.41 1.29 2.29 0.000
H -3.03 0.62 -0.20 0.000
H -4.23 -0.74 -1.63 0.000